C4H8N2O2S in the gas phase at a distorted geometry, computed with ωB97M-V/def2-TZVPD.

Each atom is followed by the atoms it is bonded to, with distances in Å.
Element x y z (Å)
1 C -1.3510 0.8137 0.0548  C2 1.505, N5 1.396, H10 1.126, H11 1.166
2 C -0.1063 1.3460 0.7118  C1 1.505, S9 1.826, H12 1.083, H13 1.099
3 C 2.3112 0.5673 -0.3955  N6 1.274, S9 1.707, H14 1.073
4 C -1.8076 -1.3491 -0.8306  N5 1.253, H15 1.083, H17 1.141
5 N -1.1733 -0.2692 -0.8089  C1 1.396, C4 1.253
6 N 2.3561 -0.5819 0.1536  C3 1.274, O7 1.384, O8 1.264
7 O 3.5093 -1.3174 -0.0604  N6 1.384, H16 0.937
8 O 1.6267 -1.0356 1.0811  N6 1.264
9 S 1.2075 1.8685 -0.4438  C2 1.826, C3 1.707
10 H -2.0234 0.5136 0.9062  C1 1.126
11 H -1.9406 1.6275 -0.5366  C1 1.166
12 H -0.3539 2.2598 1.2381  C2 1.083
13 H 0.2053 0.6179 1.4739  C2 1.099
14 H 3.0816 0.7145 -1.1284  C3 1.073
15 H -1.4718 -2.0233 -1.6092  C4 1.083
16 H 3.2506 -2.0427 0.4741  O7 0.937
17 H -2.7256 -1.6654 -0.2304  C4 1.141

As for the net charge: 0. Its gap between HOMO and LUMO is 0.3261 Ha. The value obtained for the max |F| is 3.318 eV/A. The energy is -22183.2790 eV. The LUMO energy is 0.0271 hartree. The spin multiplicity is 1. For the energy above the lowest of the compared OMol25 structures with the same formula, charge and spin, the calculation gives 117.1 kcal/mol. For the HOMO energy, the calculation gives -8.14 eV.

Results of the Löwdin charge analysis, in e, for atoms 1 through 2: C -0.351; C -0.457